# 1
A cluster of 13 separate species, C31H87N15O13 in total in a non-equilibrium geometry. Source: the Open Molecules 2025 dataset; level of theory: wB97M-V/def2-TZVPD.

## Properties
* strongest force on any atom: 0.0985 Eh/bohr
* net charge: 0
* gap between HOMO and LUMO: 9.16 eV
* energy relative to the best compared isomer or geometry (same formula, charge and spin): 0.0 kcal/mol
* LUMO level: 0.14 eV

XYZ file:
```
146
Properties=species:S:1:pos:R:3:lowdin_charge:R:1
C 9.9692 17.9778 12.6562 -0.04
C 9.4860 16.4973 12.7404 -0.51
C 7.9960 16.3570 12.3916 -0.13
C 7.7206 16.5418 10.8451 -0.14
C 8.5519 15.4203 10.1390 -0.14
C 10.0507 15.6010 10.4030 -0.52
N 10.2360 15.5876 11.8513 -0.06
O 11.6616 15.5815 12.1112 -0.05
C 10.7275 14.3636 9.8503 -0.05
C 10.4866 16.8977 9.5852 0.00
C 9.6528 16.0744 14.2088 -0.03
H 11.0149 18.0963 12.8243 0.04
H 9.5543 18.5009 13.5121 0.08
H 9.6279 18.5509 11.7569 0.09
H 7.6559 15.4222 12.7461 0.09
H 7.4853 17.1255 13.0364 0.13
H 7.9699 17.6072 10.6156 0.09
H 6.6130 16.5419 10.6439 0.12
H 8.4238 15.4070 9.0640 0.11
H 8.1445 14.4319 10.4345 0.13
H 10.3139 13.4125 10.2716 0.09
H 10.6210 14.3736 8.7753 0.08
H 11.8201 14.4713 10.0385 0.09
H 11.0662 17.5336 10.2497 0.04
H 11.0357 16.6008 8.6253 0.11
H 9.5823 17.4369 9.2679 0.07
H 9.0083 16.7128 14.8555 0.11
H 10.7370 16.0588 14.4886 0.07
H 9.2097 15.1153 14.1882 0.06
H 12.0134 16.4689 11.8960 0.09
C 20.9248 15.5701 13.1090 -0.63
O 21.0154 16.0731 14.2308 0.00
N 20.8902 14.2093 12.9380 0.16
N 20.5610 16.2741 11.9693 0.14
H 21.3372 13.8686 12.0406 0.11
H 21.2032 13.6837 13.7226 0.05
H 20.9104 15.8922 11.0840 0.05
H 20.8267 17.2798 11.9823 0.11
C 20.4334 10.9117 13.9294 -0.67
O 20.8974 11.8726 14.5093 0.00
N 19.7886 11.0551 12.6846 0.14
N 20.5390 9.6936 14.4970 0.16
H 19.3151 11.9256 12.4152 0.08
H 19.2679 10.2707 12.2620 0.09
H 19.8730 8.9697 14.3089 0.05
H 21.2141 9.5634 15.2529 0.12
C 14.0488 19.6858 11.7321 -0.61
O 14.6229 18.9569 10.8743 -0.05
N 14.8236 20.1697 12.6995 0.20
N 12.7222 19.9818 11.5431 0.16
H 14.4663 20.6010 13.5177 0.10
H 15.6780 19.6558 12.7944 0.07
H 12.1745 20.7424 11.9667 0.12
H 12.4444 19.6358 10.6427 0.09
C 16.9620 8.9217 13.4415 -0.70
O 17.9196 8.3483 13.8580 0.03
N 16.8762 10.2309 13.6058 0.16
N 15.8911 8.3256 12.7232 0.17
H 15.9022 10.6373 13.6738 0.13
H 17.4978 10.7202 14.2312 0.10
H 15.3749 9.0322 12.2702 0.03
H 16.0213 7.3716 12.4116 0.10
C 18.1376 18.1283 14.3542 -0.64
O 17.3411 18.3061 13.3876 -0.05
N 17.6829 17.7044 15.5475 0.21
N 19.4249 18.3849 14.1699 0.18
H 16.7163 17.8592 15.7647 0.10
H 18.3627 17.7979 16.2619 0.10
H 20.1645 17.8132 14.5797 0.08
H 19.5306 18.3779 13.1837 0.07
C 20.5047 14.6875 9.1393 -0.68
O 21.5229 14.4583 9.8140 -0.03
N 20.3248 15.7854 8.3643 0.17
N 19.5473 13.7309 9.0132 0.17
H 21.0493 16.5088 8.5337 0.13
H 19.4381 16.1758 8.3072 0.03
H 19.7419 12.8095 9.3411 0.10
H 18.6636 13.9233 8.5354 0.10
C 16.6284 16.6950 9.3614 -0.67
O 17.3292 16.0068 8.6441 0.00
N 17.0032 17.2071 10.5425 0.16
N 15.2584 16.8847 9.1363 0.14
H 16.2695 17.6880 11.1042 0.08
H 18.0134 17.2715 10.8015 0.12
H 14.9409 16.6528 8.2014 0.09
H 14.7364 17.6981 9.4305 0.04
C 17.1417 13.0333 17.2903 -0.04
C 15.9291 13.1619 18.1493 -0.49
C 15.8354 14.4673 18.8640 -0.08
O 14.6814 13.0463 17.3725 -0.12
H 16.8154 13.5552 16.4101 0.05
H 17.3881 11.9438 17.0874 0.10
H 17.9808 13.5061 17.7677 0.08
H 15.8093 12.3454 18.8940 0.14
H 16.5759 14.5383 19.6472 0.08
H 14.8627 14.4717 19.3688 0.09
H 15.8877 15.3394 18.2569 0.06
H 14.5240 13.9935 17.0506 0.05
C 12.4708 11.8240 14.8975 -0.05
C 11.4718 11.3224 13.8907 -0.35
C 11.1220 12.3992 12.8451 -0.05
O 12.0592 10.1850 13.0257 -0.11
H 13.0964 12.4731 14.3562 0.03
H 13.1026 11.0411 15.3215 0.09
H 12.1837 12.3207 15.7941 0.06
H 10.5396 10.9657 14.3792 0.14
H 10.8503 13.3234 13.3488 0.07
H 10.3206 12.0689 12.1970 0.08
H 11.9977 12.6567 12.3036 0.05
H 11.7564 9.3772 13.5114 0.11
C 15.2097 10.6539 9.4215 -0.04
C 14.0804 11.2165 10.3085 -0.46
C 12.6831 10.9466 9.7700 -0.04
O 14.3065 10.6831 11.6093 -0.11
H 15.1048 9.5819 9.2554 0.08
H 16.1142 10.8320 9.9425 0.05
H 15.2538 11.1162 8.4252 0.08
H 14.0557 12.3088 10.4996 0.13
H 11.9443 11.4651 10.3081 0.03
H 12.5048 9.8821 9.7020 0.09
H 12.7501 11.2721 8.7343 0.08
H 13.5124 10.3536 12.0523 0.04
C 17.2107 14.2998 13.0512 -0.01
C 15.7570 14.8817 12.7644 -0.45
C 14.6850 13.9786 13.2138 -0.07
O 15.5533 16.0623 13.5321 -0.07
H 17.2202 14.0704 14.1479 0.08
H 18.0228 15.0082 12.9819 0.05
H 17.4086 13.4151 12.4554 0.06
H 15.7388 15.1388 11.6736 0.13
H 13.7347 14.5293 13.1377 0.07
H 14.7921 13.6693 14.2923 0.09
H 14.6470 13.0767 12.5975 0.07
H 16.2757 16.6609 13.3535 0.03
C 12.2081 15.5435 16.6034 -0.04
C 13.3288 16.1746 15.8122 -0.47
C 13.3722 17.6726 16.0832 -0.04
O 14.6037 15.6481 16.1542 -0.08
H 12.2125 14.4527 16.3987 0.08
H 11.1867 15.9004 16.3410 0.07
H 12.3716 15.7751 17.6874 0.10
H 13.2334 16.0354 14.7429 0.11
H 12.4696 18.1438 15.7482 0.07
H 14.1182 18.3099 15.6728 0.05
H 13.4112 17.7534 17.1393 0.07
H 15.1924 15.7068 15.4016 0.05
```

# 2
The ion C8H12ClN4O2 with charge +1 in a non-equilibrium geometry. Source: the Open Molecules 2025 dataset; level of theory: wB97M-V/def2-TZVPD.

## Properties
* strongest force on any atom: 0.0896 Eh/bohr
* net charge: +1
* gap between HOMO and LUMO: 9.16 eV
* energy relative to the best compared isomer or geometry (same formula, charge and spin): 23.3 kcal/mol
* LUMO level: -3.60 eV

XYZ file:
```
27
Properties=species:S:1:pos:R:3:lowdin_charge:R:1
C 1.8618 -1.7161 -0.8084 -0.14
C 3.8475 -1.5111 0.5995 0.06
C 1.3770 0.5175 0.0086 -0.58
C 3.5519 -0.1891 1.2723 -0.16
C -0.2628 -1.1947 -0.0279 -0.41
C -3.4085 1.9035 -0.1383 -0.04
C -2.3902 0.8563 -0.7856 -0.17
C -2.4792 -0.3349 0.1660 -0.15
N 2.7786 -1.9092 0.0851 0.10
N 0.4245 -0.3451 0.7861 0.23
N 2.6552 0.6710 0.3995 -0.40
N 0.4966 -2.0534 -0.7385 0.19
O 0.8242 1.1479 -0.8668 0.05
O -1.4659 -1.3212 0.0005 0.14
Cl 3.4769 2.0150 -0.3414 0.79
H 2.2278 -1.3439 -1.7818 0.17
H 2.9814 -0.3610 2.1999 0.13
H 4.3986 0.4516 1.5214 0.10
H -3.8725 1.4129 0.6958 0.06
H -2.7782 2.7240 0.2056 0.08
H -4.0509 2.0965 -0.9455 0.06
H -1.3067 1.2807 -0.8097 0.11
H -2.7190 0.5503 -1.8121 0.13
H -2.5736 -0.2331 1.2745 0.15
H -3.4178 -0.7949 0.0193 0.12
H -0.1623 0.3113 1.2683 0.16
H -0.0144 -2.6309 -1.4465 0.21
```

# 3
A structure of composition C38H35BrCrN4O2PS4. Source: the Open Molecules 2025 dataset; level of theory: wB97M-V/def2-TZVPD.

## Properties
* strongest force on any atom: 0.0168 Eh/bohr
* 2S+1: 5
* net charge: +1
* gap between HOMO and LUMO (alpha / beta): 5.46 / 5.13 eV
* energy relative to the best compared isomer or geometry (same formula, charge and spin): 122.3 kcal/mol
* LUMO level (alpha / beta): -3.86 / -4.32 eV

XYZ file:
```
86
Properties=species:S:1:pos:R:3:lowdin_charge:R:1
Cr 0.7447 -0.0250 -0.1462 0.67
S -4.6594 3.1822 -3.8948 1.08
C -5.1471 4.7563 -3.4636 -0.38
C -4.2729 5.3474 -2.5938 -0.16
C -3.1907 4.5123 -2.2675 -0.09
C -3.2471 3.2737 -2.8932 -0.47
C -2.3246 2.1921 -2.8122 -0.16
C -1.2623 2.2169 -1.8405 -0.06
N -0.3458 1.3160 -1.7258 0.12
C -0.3489 0.2343 -2.6510 -0.34
C -1.4636 0.1012 -3.6065 -0.08
C -1.0952 -1.0024 -4.5401 -0.10
C 0.5811 -2.4472 -4.2201 -0.10
C 1.4848 -2.4742 -3.0344 -0.10
C 2.4545 -3.3094 -2.6476 0.07
C 3.2927 -2.9888 -1.4997 -0.21
C 3.0634 -1.8342 -0.8356 -0.10
N 2.1117 -0.9080 -1.1928 -0.05
C 1.3195 -1.1844 -2.3400 -0.32
C 4.3549 -3.9188 -1.0992 -0.49
C 4.6087 -5.1708 -1.5843 -0.13
C 5.7151 -5.8065 -0.9543 -0.18
C 6.2881 -5.0301 -0.0022 -0.41
S 5.4953 -3.5191 0.1332 1.05
C -2.4085 1.0508 -3.6772 0.03
H -6.0510 5.1750 -3.8763 0.08
H -4.3998 6.3503 -2.2144 0.11
H -2.3818 4.8212 -1.6255 0.11
H -1.2112 3.0214 -1.1213 0.04
H -1.6294 -0.9693 -5.4864 0.15
H 0.8778 -3.1349 -5.0082 0.15
H 2.6423 -4.2237 -3.1971 0.12
H 3.6398 -1.5670 0.0434 0.10
H 4.0276 -5.6471 -2.3608 0.10
H 6.0637 -6.7977 -1.2048 0.11
H 7.1362 -5.2540 0.6237 0.07
H -3.1766 1.0048 -4.4414 0.11
Br -0.9729 -2.9240 6.6096 0.79
C -0.8389 -2.5192 4.7743 -0.69
C 0.3338 -1.9700 4.2802 -0.10
C 0.4267 -1.6532 2.9364 -0.01
C -0.6483 -1.8954 2.0928 -0.27
C -1.8269 -2.4370 2.5958 -0.03
C -1.9212 -2.7567 3.9400 -0.11
N -0.4928 -1.5899 0.7065 0.06
C -1.1028 -2.3305 -0.1441 -0.01
C -0.9652 -2.0465 -1.5555 -0.18
C -1.4279 -2.7692 -2.5792 0.10
C -0.9891 -2.4829 -3.9806 -0.12
C 0.4643 -0.9433 -4.6254 -0.09
C 0.9606 -0.1047 -3.4174 0.01
N -0.0965 -0.9612 -1.7903 -0.02
H 1.1713 -1.7965 4.9415 0.11
H 1.3302 -1.2038 2.5426 0.09
H -2.6888 -2.5753 1.9546 0.12
H -2.8375 -3.1638 4.3438 0.11
H -1.6971 -3.1827 0.1784 0.15
H -2.0765 -3.6163 -2.3843 0.13
H -1.4688 -3.1818 -4.6604 0.14
H 0.9047 -0.6389 -5.5697 0.15
H 1.6720 0.6876 -3.6294 0.17
C 1.5787 4.7069 3.8889 -0.05
C 1.7016 3.1995 3.9242 -0.45
C 1.5441 2.6271 5.3160 -0.04
O 0.6449 2.5649 3.1331 -0.32
P 0.6986 2.4131 1.5567 -0.10
S 0.5880 4.0113 0.4980 0.37
S 2.2609 1.1560 1.1037 0.42
O -0.5128 1.3270 1.4039 -0.40
C -1.9019 1.5083 1.9115 -0.39
C -2.4719 2.9033 1.7509 -0.06
C -1.9920 1.1038 3.3658 -0.03
H 2.3105 5.1370 4.5731 0.09
H 0.5827 5.0092 4.2181 0.09
H 1.7531 5.1095 2.8936 0.04
H 2.6516 2.8728 3.4929 0.12
H 0.5382 2.8267 5.6894 0.09
H 2.2590 3.0931 5.9936 0.09
H 1.7110 1.5499 5.3189 0.08
H -2.4564 0.8080 1.2827 0.14
H -1.9312 3.6291 2.3570 0.08
H -3.5033 2.8653 2.1045 0.10
H -2.4692 3.2615 0.7319 0.05
H -1.4670 1.8209 3.9930 0.08
H -1.5728 0.1190 3.5373 0.06
H -3.0429 1.0889 3.6595 0.10
```